ORCA calculation (ωB97M-V with the def2-TZVPD basis set) on a molecular structure, C31H30N8OS4Se4Y at a distorted geometry.

Each line ends with the Mulliken charge.
Positions of all 79 atoms, in Å:
Y (0.185, -1.720, 0.311)  0.373
S (-2.536, -1.726, -0.548)  -0.108
C (-3.576, -2.984, -0.016)  0.543
C (-4.880, -3.020, -0.539)  -0.792
C (-5.789, -3.969, -0.144)  -0.510
C (-5.427, -4.940, 0.785)  -0.614
C (-4.151, -4.930, 1.314)  -0.510
C (-3.236, -3.962, 0.932)  -0.075
S (-1.620, -3.999, 1.692)  0.064
C (-1.970, -2.799, 3.060)  -0.706
C (-0.721, -2.494, 3.810)  0.406
C (-0.374, -3.165, 4.978)  -0.939
C (0.795, -2.799, 5.624)  -0.551
C (1.532, -1.734, 5.135)  -1.011
C (1.088, -1.087, 3.984)  0.533
C (1.714, 0.203, 3.552)  -1.056
S (2.082, 0.417, 1.755)  0.202
C (1.188, 1.934, 1.445)  -0.113
C (1.911, 3.077, 1.144)  -0.725
C (1.275, 4.290, 0.959)  -0.763
C (-0.106, 4.356, 1.110)  -0.883
C (-0.833, 3.221, 1.371)  -0.777
C (-0.218, 1.964, 1.504)  0.758
S (-1.203, 0.583, 1.710)  -0.269
N (0.024, -1.511, 3.315)  0.747
H (-5.143, -2.264, -1.262)  0.449
H (-6.788, -3.960, -0.560)  0.344
H (-6.138, -5.692, 1.092)  0.349
H (-3.850, -5.673, 2.039)  0.444
H (-2.726, -3.262, 3.696)  0.586
H (-2.358, -1.893, 2.586)  0.156
H (-0.992, -3.967, 5.351)  0.468
H (1.114, -3.320, 6.515)  0.404
H (2.435, -1.411, 5.630)  0.412
H (2.663, 0.361, 4.064)  0.516
H (1.021, 1.012, 3.792)  0.397
H (2.986, 3.002, 1.072)  0.426
H (1.842, 5.179, 0.716)  0.377
H (-0.613, 5.309, 1.014)  0.554
H (-1.908, 3.245, 1.470)  0.574
Se (2.065, -3.429, 1.861)  -0.239
Se (2.659, -4.742, 0.044)  -0.281
Se (0.662, -5.120, -1.091)  -0.219
Se (0.266, -3.160, -2.253)  -0.431
C (-0.668, 4.618, -2.224)  -1.177
N (-0.969, 3.212, -2.218)  -0.240
N (0.058, 2.305, -2.006)  1.445
C (-0.458, 1.147, -1.436)  0.151
O (0.250, 0.171, -1.175)  0.363
C (-1.851, 1.398, -1.264)  -0.738
C (-2.102, 2.668, -1.675)  -0.023
C (-3.357, 3.452, -1.561)  -1.787
C (1.249, 2.369, -2.732)  -0.702
C (2.432, 1.866, -2.197)  0.285
C (3.590, 1.919, -2.953)  -1.031
C (3.589, 2.481, -4.220)  -0.650
C (2.409, 2.978, -4.749)  -0.678
C (1.241, 2.911, -4.015)  0.238
H (0.396, 4.747, -2.399)  0.457
H (-0.914, 5.078, -1.267)  0.270
H (-1.219, 5.119, -3.020)  0.304
H (-2.545, 0.690, -0.860)  0.300
H (-4.146, 2.807, -1.186)  0.410
H (-3.663, 3.866, -2.520)  0.385
H (-3.224, 4.277, -0.860)  0.334
H (2.430, 1.430, -1.211)  0.539
H (4.510, 1.527, -2.543)  0.442
H (4.501, 2.523, -4.799)  0.386
H (2.395, 3.408, -5.741)  0.399
H (0.309, 3.253, -4.438)  0.459
N (3.967, -1.810, -3.808)  -0.831
N (3.706, -1.669, -2.478)  1.172
N (4.620, -1.804, -1.546)  -1.055
C (3.917, -1.567, -0.448)  -0.746
N (2.643, -1.296, -0.734)  0.772
N (2.528, -1.366, -2.029)  -0.060
H (4.617, -2.575, -3.966)  0.258
H (3.083, -1.960, -4.289)  0.297
H (4.319, -1.597, 0.545)  0.543

Output
HOMO energy ... -3.61 eV
Largest force on an atom ... 1.325 eV/Å
Charge ... -1

ORCA calculation (ωB97M-V with the def2-TZVPD basis set) on a molecular structure, C31H31B2N7Pd at a distorted geometry.

Each line ends with the Mulliken charge.
Positions of all 72 atoms, in Å:
Pd (0.015, -0.117, -0.112)  0.282
C (0.004, 4.030, 2.940)  -1.464
C (0.004, 3.493, 1.554)  0.575
C (0.009, 4.166, 0.348)  -1.441
C (0.005, 3.170, -0.645)  0.384
N (-0.002, 1.981, -0.044)  0.864
N (-0.002, 2.172, 1.273)  -0.019
B (0.000, 1.008, 2.252)  -0.148
N (-1.301, 0.192, 2.082)  1.474
N (-1.900, 0.010, 0.891)  -0.678
C (-3.089, -0.556, 1.102)  0.362
C (-3.279, -0.691, 2.489)  -1.030
C (-2.136, -0.197, 3.076)  0.310
C (-1.852, -0.115, 4.533)  -1.300
C (-4.025, -0.946, 0.060)  0.739
C (-3.742, -0.762, -1.294)  -0.206
C (-4.660, -1.146, -2.254)  -0.745
C (-5.865, -1.722, -1.885)  -0.415
C (-6.149, -1.924, -0.545)  -0.784
C (-5.238, -1.540, 0.418)  -0.530
N (1.300, 0.193, 2.077)  1.509
N (1.914, 0.038, 0.890)  -0.796
C (3.092, -0.551, 1.102)  0.307
C (3.262, -0.724, 2.487)  -1.042
C (2.118, -0.232, 3.072)  0.372
C (1.816, -0.181, 4.526)  -1.327
C (4.031, -0.932, 0.059)  0.770
C (3.750, -0.736, -1.293)  -0.210
C (4.672, -1.110, -2.254)  -0.735
C (5.875, -1.691, -1.887)  -0.404
C (6.154, -1.910, -0.548)  -0.788
C (5.240, -1.534, 0.415)  -0.529
C (0.011, 3.305, -2.093)  0.970
C (0.015, 2.176, -2.917)  -0.306
C (0.020, 2.320, -4.290)  -0.939
C (0.022, 3.584, -4.863)  -0.438
C (0.020, 4.709, -4.054)  -0.775
C (0.014, 4.571, -2.681)  -0.601
H (0.007, 5.117, 2.927)  0.383
H (0.886, 3.685, 3.478)  0.279
H (-0.882, 3.689, 3.476)  0.276
H (0.015, 5.228, 0.214)  0.514
H (0.002, 1.434, 3.354)  -0.275
H (-4.137, -1.086, 2.992)  0.493
H (-2.726, -0.447, 5.089)  0.392
H (-1.604, 0.901, 4.833)  0.288
H (-1.011, -0.752, 4.794)  0.088
H (-2.790, -0.324, -1.579)  0.485
H (-4.436, -1.007, -3.302)  0.396
H (-6.582, -2.020, -2.635)  0.386
H (-7.077, -2.392, -0.247)  0.391
H (-5.471, -1.712, 1.456)  0.253
H (4.109, -1.143, 2.991)  0.496
H (2.684, -0.522, 5.086)  0.396
H (0.974, -0.827, 4.764)  0.109
H (1.560, 0.828, 4.844)  0.300
H (2.797, -0.298, -1.577)  0.493
H (4.452, -0.960, -3.302)  0.395
H (6.595, -1.980, -2.638)  0.385
H (7.079, -2.384, -0.252)  0.390
H (5.468, -1.718, 1.453)  0.258
H (0.014, 1.175, -2.462)  0.342
H (0.022, 1.448, -4.929)  0.440
H (0.026, 3.692, -5.937)  0.395
H (0.023, 5.695, -4.498)  0.400
H (0.011, 5.451, -2.056)  0.321
B (-0.017, -4.725, -0.071)  0.149
C (-0.020, -3.228, -0.380)  0.299
N (-0.034, -2.082, -0.581)  -0.821
H (-0.776, -4.877, 0.846)  -0.124
H (1.064, -5.052, 0.340)  -0.107
H (-0.249, -5.354, -1.057)  -0.136

Output
HOMO energy ... -8.59 eV
Largest force on an atom ... 2.425 eV/Å

ORCA calculation (ωB97M-V with the def2-TZVPD basis set) on a molecular structure, C31H31Cl5DyF5N2SSi at a distorted geometry.

Each line ends with the Mulliken charge.
Positions of all 77 atoms, in Å:
Dy (-0.100, 0.301, -0.120)  -1.657
C (-0.684, 0.111, 3.008)  0.577
C (-1.952, 0.412, 2.462)  0.743
C (-2.419, -0.737, 1.799)  0.558
C (-1.441, -1.745, 1.919)  1.090
C (-0.360, -1.220, 2.660)  0.505
C (0.929, -1.918, 2.930)  -1.537
C (-1.575, -3.127, 1.385)  -1.989
C (-3.707, -0.865, 1.074)  -1.675
C (-2.712, 1.686, 2.568)  -1.724
C (0.130, 1.013, 3.866)  -1.640
H (1.233, -1.872, 3.976)  0.453
H (1.729, -1.487, 2.325)  -0.043
H (0.862, -2.976, 2.682)  0.641
H (-1.781, -3.110, 0.312)  0.285
H (-2.396, -3.651, 1.877)  0.530
H (-0.670, -3.717, 1.540)  0.481
H (-3.562, -0.756, -0.002)  -0.167
H (-4.419, -0.104, 1.394)  0.350
H (-4.161, -1.839, 1.260)  0.490
H (-2.918, 2.103, 1.578)  0.441
H (-2.170, 2.447, 3.133)  0.329
H (-3.667, 1.523, 3.069)  0.348
H (1.098, 1.228, 3.408)  0.127
H (0.306, 0.552, 4.840)  0.370
H (-0.375, 1.964, 4.042)  0.343
Cl (-1.938, 2.170, -0.087)  -0.088
C (-0.696, 3.269, -0.316)  -0.938
C (0.499, 2.617, -0.387)  0.001
C (1.668, 3.349, -0.577)  1.231
Cl (3.133, 2.441, -0.654)  -0.151
C (1.621, 4.746, -0.694)  0.093
Cl (3.090, 5.643, -0.930)  -0.237
C (0.377, 5.404, -0.619)  0.537
Cl (0.291, 7.136, -0.761)  -0.252
C (-0.796, 4.655, -0.427)  -0.125
Cl (-2.353, 5.411, -0.327)  -0.245
C (0.665, -3.559, 0.487)  1.097
C (0.210, -3.125, -0.870)  0.478
C (0.201, -4.023, -1.930)  -1.093
C (-0.185, -3.562, -3.180)  -0.678
C (-0.555, -2.228, -3.338)  -0.611
C (-0.566, -1.365, -2.239)  -0.153
N (-0.138, -1.827, -1.008)  1.099
N (-0.853, -0.032, -2.328)  0.376
Si (-2.370, 0.480, -3.044)  0.317
C (-1.999, 1.161, -4.766)  -1.165
C (-3.039, 1.920, -2.029)  -0.537
C (-3.667, -0.851, -3.176)  -1.070
H (0.220, -4.523, 0.754)  0.403
H (0.367, -2.831, 1.249)  -2.558
H (1.755, -3.651, 0.504)  0.497
H (0.498, -5.053, -1.790)  0.448
H (-0.191, -4.227, -4.037)  0.375
H (-0.821, -1.861, -4.323)  0.418
H (-1.260, 1.966, -4.710)  0.225
H (-2.909, 1.561, -5.223)  0.300
H (-1.603, 0.376, -5.417)  0.263
H (-2.299, 2.723, -1.961)  -0.098
H (-3.288, 1.593, -1.015)  0.176
H (-3.944, 2.326, -2.491)  0.534
H (-3.386, -1.621, -3.900)  0.340
H (-4.618, -0.423, -3.508)  0.392
H (-3.838, -1.335, -2.209)  0.295
F (8.201, -0.100, 1.784)  -0.344
C (6.895, -0.028, 1.481)  0.470
C (5.978, 0.332, 2.456)  0.155
F (6.405, 0.606, 3.699)  -0.341
C (4.622, 0.409, 2.149)  -0.131
F (3.777, 0.763, 3.134)  -0.246
C (4.172, 0.122, 0.850)  -0.358
S (2.494, 0.215, 0.464)  0.788
C (5.114, -0.241, -0.127)  0.146
F (4.754, -0.528, -1.390)  -0.308
C (6.467, -0.314, 0.194)  0.346
F (7.364, -0.661, -0.742)  -0.340
H (1.253, 0.361, -1.660)  0.038

Output
HOMO energy (alpha / beta) ... -0.40 / -0.44 eV
2S+1 ... 6
Largest force on an atom ... 5.638 eV/Å
Charge ... -2